117
Properties=species:S:1:pos:R:3:forces:R:3:lowdin_charge:R:1 method="wB97M-V/def2-TZVPD" lumo_energy_ev=2.368 orbital_gap_ha=0.31068 charge=-1 e_tot_ev=-79329.67415
Cl 0.11285 1.20388 -0.58522 -0.233 0.316 -1.300 0.66
O 1.02058 2.01724 -1.35130 -0.061 -0.042 0.096 -0.34
O -0.35880 1.95127 0.55363 0.359 -0.469 0.422 -0.36
O -1.04038 0.85863 -1.41773 0.182 -0.057 0.158 -0.38
O 0.79162 -0.02735 -0.23062 -0.181 0.158 0.700 -0.37
C -6.21208 -1.25925 0.79226 -0.520 -0.470 -0.257 -0.11
O -5.89774 -1.41493 -0.57579 0.166 0.486 0.448 -0.19
C -4.53228 -1.10099 -0.85128 -0.679 -0.642 -0.574 -0.20
C -4.41049 -0.16894 -2.04167 0.560 0.732 0.434 -0.21
N -5.19094 -0.49328 -3.23634 0.861 -0.185 -0.074 -0.04
C -4.71271 -1.72105 -3.90737 -0.750 0.498 -0.099 -0.18
C -5.44048 -2.98121 -3.45318 -0.121 0.680 1.063 -0.22
O -6.81253 -2.66022 -3.27549 0.292 -0.156 -0.637 -0.18
C -7.57977 -3.79305 -3.05169 -1.041 -0.507 -0.040 -0.15
H -6.07551 -0.23066 1.13626 0.183 -0.005 0.055 0.09
H -5.65375 -1.96823 1.41526 0.184 0.212 0.074 0.09
H -7.26805 -1.52329 0.89284 0.022 0.115 0.011 0.08
H -4.06274 -2.06203 -1.08990 0.354 0.131 0.105 0.12
H -4.03717 -0.66883 0.01948 0.072 0.069 -0.031 0.11
H -3.31548 -0.07507 -2.21267 -0.134 -0.377 -0.308 0.10
H -4.66516 0.85489 -1.74836 -0.497 -0.177 0.104 0.11
H -4.93286 0.24983 -3.87800 -0.415 0.062 -0.049 0.10
H -3.62778 -1.77007 -3.77265 0.061 -0.612 -0.261 0.10
H -4.97368 -1.62303 -4.96509 0.323 0.193 -0.030 0.12
H -5.06061 -3.29088 -2.47174 0.112 -0.379 -0.178 0.11
H -5.32411 -3.77312 -4.19749 0.120 -0.130 0.054 0.12
H -8.63771 -3.50879 -3.06887 0.160 0.213 0.080 0.08
H -7.41111 -4.28037 -2.08123 0.330 0.115 -0.014 0.09
H -7.48987 -4.55543 -3.84281 0.323 0.067 0.045 0.08
C 3.97658 0.30752 -3.41814 0.731 -0.680 -0.478 -0.11
O 4.81792 1.36336 -3.03749 0.046 0.219 0.038 -0.18
C 5.62472 1.02224 -1.92679 -0.557 0.086 -0.497 -0.23
C 6.23360 2.26285 -1.33029 0.879 0.165 0.728 -0.22
N 5.27368 3.26721 -0.97747 -0.323 0.286 -0.965 -0.05
C 4.27524 2.89351 -0.04587 -1.016 -0.450 1.183 -0.21
C 4.74498 2.62337 1.38493 -0.189 0.750 0.163 -0.21
O 5.54540 3.72007 1.82363 0.206 -0.166 -0.401 -0.20
C 6.20658 3.44718 3.02276 0.130 0.010 0.165 -0.14
H 3.49300 -0.15465 -2.55155 -0.359 0.239 -0.049 0.07
H 4.56266 -0.49834 -3.90608 -0.054 0.104 0.156 0.09
H 3.28357 0.66081 -4.17577 -0.276 0.149 0.276 0.09
H 6.42769 0.34605 -2.25072 -0.046 -0.154 0.231 0.12
H 4.96902 0.52782 -1.20113 0.325 -0.240 0.146 0.11
H 6.99980 2.67227 -1.99329 -0.296 0.157 -0.222 0.12
H 6.81742 1.93716 -0.44395 -0.051 -0.206 -0.083 0.11
H 5.62786 4.19901 -0.85894 0.211 -0.091 0.165 0.11
H 3.73608 1.99278 -0.35630 0.160 -0.017 -0.215 0.11
H 3.44929 3.60358 0.04718 0.361 0.441 -0.427 0.13
H 5.29508 1.67851 1.46535 0.015 0.029 0.167 0.12
H 3.86297 2.63957 2.03743 -0.030 -0.688 -0.065 0.12
H 6.78803 2.51793 2.94614 0.043 0.062 0.059 0.09
H 5.52278 3.34767 3.87829 -0.068 -0.013 -0.095 0.08
H 6.87835 4.28344 3.21808 0.040 -0.058 0.046 0.08
C -0.97125 -1.80146 -5.77301 0.236 -0.881 -0.560 -0.26
C -0.74115 -0.83996 -4.65548 -0.359 0.536 -0.161 -0.27
O 0.52210 -1.11298 -4.09030 0.087 0.072 0.072 -0.05
O -0.95100 -3.15711 -5.33052 -0.377 -0.002 0.070 -0.07
H -0.21021 -1.71230 -6.55947 0.135 0.296 0.203 0.12
H -1.92461 -1.61620 -6.27544 -0.133 0.025 0.266 0.11
H -1.53342 -0.93731 -3.90494 0.033 -0.034 0.027 0.10
H -0.81454 0.17479 -5.07466 0.175 0.005 0.176 0.13
H 0.59103 -0.60584 -3.27376 0.044 0.013 0.146 0.08
H -0.48792 -3.18563 -4.48584 0.163 0.092 -0.056 0.08
C 3.41422 0.56325 4.72942 0.913 -0.771 0.510 -0.25
C 2.39696 -0.32458 4.05487 -1.286 1.310 -1.223 -0.24
O 2.70181 -0.37563 2.66525 0.589 -0.362 0.001 -0.07
O 3.19841 0.64609 6.13381 -0.202 0.170 0.130 -0.07
H 3.40450 1.58449 4.35957 -0.267 -0.039 -0.195 0.11
H 4.42239 0.16042 4.54359 -0.097 0.081 -0.115 0.12
H 1.43380 0.20339 4.12113 -0.043 -0.343 0.480 0.12
H 2.28518 -1.32677 4.47691 0.310 -0.013 0.231 0.12
H 1.90075 -0.38509 2.13028 -0.057 0.089 0.040 0.07
H 3.00950 -0.23107 6.47855 0.059 -0.056 -0.056 0.08
C -3.68883 3.25701 -0.33060 0.105 -0.560 0.312 -0.23
C -2.85979 4.30334 0.35485 0.329 0.586 0.661 -0.24
O -3.01568 4.32355 1.77642 -0.421 -0.025 -0.150 -0.07
O -3.34727 1.95107 0.14421 -0.331 0.277 -0.120 -0.10
H -3.50929 3.35489 -1.40448 -0.200 -0.109 -0.061 0.13
H -4.74784 3.38759 -0.08787 -0.012 0.308 -0.223 0.12
H -3.18673 5.29014 0.01475 0.017 -0.022 -0.028 0.12
H -1.79098 4.20684 0.14800 -0.078 -0.240 -0.347 0.11
H -2.85849 3.43075 2.10027 0.207 -0.081 -0.081 0.04
H -3.01995 1.43420 -0.59983 0.529 0.002 0.201 0.03
C 2.35501 -4.16344 1.14709 0.597 -1.325 -0.438 -0.07
C 3.20870 -3.30098 0.20893 -0.155 0.712 1.365 -0.46
C 4.36585 -3.99726 -0.43100 0.331 -0.645 -0.149 -0.22
O 5.29736 -3.02424 -0.87464 -0.282 0.116 -0.260 -0.18
C 6.24931 -3.57195 -1.73366 0.562 -0.410 -0.186 -0.14
N 2.37286 -2.64148 -0.77070 -0.598 -0.173 -0.161 0.07
H 1.74265 -3.52373 1.77446 -0.316 -0.115 -0.103 0.07
H 2.97905 -4.79709 1.79440 0.212 0.546 0.182 0.07
H 1.78998 -4.93813 0.61575 -0.456 0.548 -0.160 0.08
H 3.62310 -2.58305 0.94122 0.366 0.153 -0.475 0.13
H 4.01279 -4.63514 -1.25878 0.015 0.271 -0.165 0.13
H 4.89378 -4.68675 0.24628 -0.213 0.146 0.230 0.13
H 5.81229 -3.96065 -2.66339 -0.121 0.021 0.082 0.09
H 6.79961 -4.39795 -1.25199 -0.120 0.027 -0.023 0.09
H 6.99164 -2.82143 -2.00509 -0.178 0.199 0.116 0.08
H 2.82423 -2.31074 -1.61056 0.428 -0.035 0.196 0.06
H 1.86441 -1.86447 -0.36971 -0.063 -0.003 -0.097 0.03
C -1.14135 2.30411 4.25574 -0.769 1.014 -0.476 -0.05
C -1.96807 1.02865 4.14755 0.917 -0.585 0.533 -0.44
C -3.07873 0.97772 5.18129 -0.946 0.474 -0.047 -0.19
O -3.97217 2.09634 5.26501 0.345 0.261 -0.230 -0.20
C -4.96730 2.18878 4.27091 -0.008 0.266 -0.008 -0.11
N -2.34443 0.69625 2.77103 -0.035 0.671 0.102 0.07
H -0.48624 2.40677 3.38894 0.249 -0.164 0.153 0.07
H -0.58573 2.46548 5.17934 0.047 -0.377 0.066 0.08
H -1.83426 3.15522 4.18147 0.123 -0.005 0.038 0.08
H -1.31862 0.20967 4.50286 -0.047 -0.042 -0.235 0.12
H -2.60827 0.99282 6.16401 0.017 -0.300 0.025 0.12
H -3.70284 0.08427 5.05286 0.293 -0.198 0.025 0.12
H -4.57447 2.20891 3.25457 0.064 -0.287 -0.080 0.06
H -5.45565 3.15935 4.37532 -0.046 -0.095 0.296 0.09
H -5.71532 1.39507 4.37947 0.055 -0.070 -0.123 0.09
H -1.58376 1.02402 2.17333 0.066 -0.481 -0.118 0.04
H -3.08065 1.31859 2.45877 -0.320 -0.211 -0.046 0.02